[1]
Molecular formula: C21H27FN2O2
Method: DFT, ωB97M-V/def2-TZVPD

Geometry as XYZ:
```
53
Properties=species:S:1:pos:R:3:forces:R:3
C 6.25606 -3.41885 1.25998 -2.328 -6.751 -7.333
C 4.73062 -3.63359 1.01650 8.072 -10.375 7.711
C 3.88332 -4.76453 1.38482 10.078 -3.116 3.740
C 2.71706 -4.43852 0.99225 -6.976 0.930 -3.400
C 2.88913 -3.17797 0.26848 -0.625 -4.285 3.074
O 4.16226 -2.75980 0.51385 -6.171 7.875 -5.513
C 1.87559 -2.30021 0.03703 -4.045 0.502 -11.502
N 1.01441 -1.75722 0.87142 -0.092 3.590 6.356
C 1.82617 -0.70384 1.48824 -3.645 0.517 5.475
H 2.82727 -0.93240 1.71067 1.087 -0.839 0.361
C 1.76839 0.48357 0.77177 6.772 6.492 -5.487
N 0.52481 0.92992 0.34491 1.018 7.743 1.865
C -0.11975 0.14134 -0.43149 -8.828 -8.722 -1.016
H -1.31155 0.40158 -0.41874 2.746 -0.094 -0.774
C -0.29191 -1.20720 0.53913 2.925 3.479 5.035
C -1.17582 -2.23147 0.26545 -4.141 -2.308 -0.777
C -2.61833 -1.78996 0.47803 -0.589 -8.846 2.180
H -3.28798 -2.69254 0.14169 1.356 1.275 -0.862
O -3.08715 -1.81082 1.80666 2.040 -1.265 4.238
H -2.59900 -2.57765 2.44250 -1.797 3.199 -3.149
H -2.98493 -1.04845 -0.03835 -1.429 4.677 -2.213
H -1.14921 -2.44445 -0.74324 0.027 -0.675 -2.783
H -1.05246 -3.25309 0.69584 0.370 1.029 0.444
H -0.69316 -0.82163 1.80903 1.254 -0.436 -3.849
H 0.09470 -0.43551 -1.41617 0.738 1.841 0.707
C 0.43282 2.37817 -0.38951 3.915 -0.291 9.532
C -0.75325 3.01851 -0.46585 -8.811 0.787 3.920
C -1.61161 3.26413 -1.50621 9.905 -3.007 2.811
C -2.72380 3.92325 -1.49672 -8.409 5.722 -5.598
C -3.74201 3.88516 -0.53390 -1.720 -1.370 0.736
C -5.09997 4.27501 -0.73282 1.638 1.672 1.765
C -5.30278 4.96119 -2.00452 -8.079 -1.608 9.545
C -4.48696 5.13066 -2.90701 9.713 -0.629 -5.778
C -3.07445 4.63230 -2.83360 -4.535 -1.237 6.298
H -2.39831 4.67895 -3.59846 1.508 0.173 -1.861
H -4.89851 5.55382 -3.75334 -0.194 1.093 -1.997
F -6.60080 5.50046 -2.18472 1.428 -0.742 0.135
H -5.74438 4.35969 0.33079 1.275 -0.413 -3.721
H -3.51526 3.25616 0.35980 -0.263 0.879 -0.524
H -0.92139 3.21645 -2.29166 -0.151 -0.119 -2.609
H -1.37497 3.05799 0.65485 2.161 0.192 -2.837
H 0.95760 2.15590 -1.11569 4.327 -1.657 -8.316
H 1.25488 3.02190 0.19849 -1.855 -1.070 -0.617
H 2.52957 1.49824 1.23193 -2.665 -3.171 -0.840
H 2.46847 0.30279 -0.26383 -1.340 0.542 1.902
H 1.29144 -0.21579 2.45089 0.934 -2.178 -0.872
H 1.02144 -2.86847 -0.64026 2.370 0.320 0.584
H 2.19615 -1.49950 -0.86689 -0.108 -1.713 1.897
H 1.77280 -5.17262 1.09204 2.073 2.386 -0.497
H 4.43777 -5.81692 1.99706 -2.228 3.577 -2.144
H 6.40916 -2.63297 1.77158 1.427 5.602 3.843
H 6.72013 -4.37034 1.61128 -0.259 1.046 -0.120
H 6.55766 -3.25085 0.09600 0.124 -0.225 2.835
```
Forces are in eV/Å.

The value obtained for the energy above the lowest of the compared OMol25 structures with the same formula, charge and spin is 461.7 kcal/mol. Its largest force on an atom is 15.2 eV Å⁻¹.



[2]
Molecular formula: C21H27FN6O2
Method: DFT, ωB97M-V/def2-TZVPD

Geometry as XYZ:
```
57
Properties=species:S:1:pos:R:3:forces:R:3
O -0.01663 1.72434 3.16332 0.083 0.403 0.214
C -0.19499 0.64217 2.63728 0.232 -0.554 0.196
C 0.79000 -0.52731 2.84302 -0.295 0.077 -0.039
N 1.74594 -0.55901 1.74028 -0.174 0.047 0.007
C 1.30923 -1.09742 0.59100 0.173 -0.041 -0.126
O 0.20209 -1.59811 0.47954 -0.088 -0.255 -0.153
C 2.22919 -1.03568 -0.64256 -0.047 0.033 0.455
N 1.42786 -1.33826 -1.78531 -0.190 0.086 -0.640
N 1.43738 -2.48626 -2.41143 0.791 -0.604 0.590
N 0.54201 -2.42594 -3.32699 -0.472 -0.142 -0.559
C -0.02424 -1.20260 -3.23941 0.717 0.102 0.768
C -1.09033 -0.72890 -4.09579 -0.357 0.204 -0.270
C -1.53960 0.58632 -3.99253 0.047 -0.268 -0.098
C -2.56319 1.03474 -4.80406 -0.163 -0.021 -0.171
C -3.12495 0.15535 -5.71365 0.091 -0.048 0.070
F -4.12545 0.59015 -6.50736 0.099 -0.046 0.078
C -2.69318 -1.15441 -5.83601 -0.171 0.190 -0.092
C -1.66954 -1.59531 -5.02092 0.085 0.195 0.173
N 0.53718 -0.49915 -2.25956 -0.438 0.335 -0.286
C 3.10657 -0.12325 2.00457 0.313 -0.048 0.028
C 3.18893 1.22380 2.75908 -0.007 0.091 0.065
C 3.87865 0.91831 4.09122 0.141 0.038 -0.118
C 4.75814 -0.28932 3.77915 -0.086 -0.074 0.095
C 3.87044 -1.14294 2.87777 0.205 0.128 -0.066
N -1.21745 0.34166 1.83094 -0.367 -0.196 -0.218
C -2.17403 1.31448 1.34720 -0.005 0.274 0.251
C -3.60911 0.80183 1.54884 0.006 -0.066 -0.032
C -3.97431 0.16765 0.21005 -0.133 0.189 0.008
C -3.37029 1.14238 -0.79604 0.021 -0.097 -0.057
C -2.01990 1.51887 -0.17788 -0.055 0.098 -0.082
H 1.32597 -0.37415 3.77690 -0.064 0.021 -0.041
H 0.24566 -1.47503 2.87254 0.118 0.068 0.068
H 2.63837 -0.03063 -0.76876 0.042 -0.194 -0.008
H 3.02291 -1.78271 -0.58253 -0.026 0.140 -0.022
H -1.07806 1.24595 -3.27469 0.025 0.095 0.076
H -2.92848 2.04760 -4.74141 -0.055 0.092 -0.015
H -3.15818 -1.80601 -6.55864 -0.060 -0.044 -0.075
H -1.30604 -2.60864 -5.08544 0.004 -0.102 -0.035
H 3.61643 -0.02600 1.04699 -0.058 -0.017 0.038
H 2.20943 1.67415 2.90274 -0.001 0.046 -0.077
H 3.79364 1.92229 2.18086 0.012 0.028 -0.034
H 3.14278 0.65628 4.85263 -0.048 0.001 0.062
H 4.45122 1.76782 4.45768 -0.035 0.041 0.096
H 5.64772 0.02895 3.23361 0.089 0.012 0.002
H 5.07501 -0.82333 4.67316 0.109 -0.021 0.007
H 3.16456 -1.71245 3.48301 -0.063 -0.032 0.009
H 4.43937 -1.84817 2.27353 -0.050 -0.110 -0.021
H -1.20657 -0.55360 1.35545 0.223 0.074 0.161
H -1.98466 2.23100 1.91076 -0.044 -0.142 -0.096
H -3.66830 0.10540 2.38376 -0.021 0.069 0.093
H -4.27264 1.64244 1.75327 -0.063 0.038 0.008
H -5.04856 0.04420 0.08339 -0.030 -0.118 -0.016
H -3.49923 -0.80956 0.11208 0.006 -0.123 -0.023
H -4.00681 2.02490 -0.87748 -0.069 0.029 -0.045
H -3.25973 0.70537 -1.78720 -0.056 0.057 -0.064
H -1.23947 0.85446 -0.55276 0.063 0.033 -0.009
H -1.73279 2.54130 -0.41723 0.093 0.028 -0.029
```
Forces are in eV/Å.

The SMILES is O=C(CN(C(=O)Cn1nnc(-c2ccc(F)cc2)n1)C1CCCC1)NC1CCCC1. The value obtained for the energy above the lowest of the compared OMol25 structures with the same formula, charge and spin is 0.0 kcal/mol. Its largest force on an atom is 1.2 eV Å⁻¹.